[1]
This record from the OMol25 dataset describes a structure of composition C4H6S. The level of theory is ωB97M-V with the def2-TZVPD basis set.

Results
Energy above the lowest of the compared OMol25 structures with the same formula, charge and spin: 357.7 kJ/mol
Lowest unoccupied orbital energy: -0.621 eV
F_max: 0.1008 Eh/bohr
HOMO: -8.15 eV
Calculated total energy: -554.03592 a.u.

```
! wB97M-V def2-TZVPD RIJCOSX def2/J DEFGRID3
* xyz 0 1
C 1.54753 -0.46704 -0.06531
C 0.36094 -0.52452 0.10949
C 2.97175 -0.42205 -0.07256
C -3.28810 0.17602 -0.29476
S -1.30265 -0.85067 0.25320
H 3.40822 0.10706 -0.87601
H 3.25275 -1.33456 -0.42099
H 3.52812 -0.14753 0.91381
H -3.46319 0.74999 0.60100
H -3.80252 -0.82385 -0.30872
H -3.13833 0.60356 -1.18830
*
```

[2]
This record from the OMol25 dataset describes an isolated molecule of C4H6S. The level of theory is ωB97M-V with the def2-TZVPD basis set.

Results
Energy above the lowest of the compared OMol25 structures with the same formula, charge and spin: 259.0 kJ/mol
Lowest unoccupied orbital energy: 0.981 eV
F_max: 0.0951 Eh/bohr
HOMO: -8.87 eV
SMILES string: C=C[C@@H]1CS1
Calculated total energy: -554.07352 a.u.

```
! wB97M-V def2-TZVPD RIJCOSX def2/J DEFGRID3
* xyz 0 1
C -0.88745 -0.19508 -1.68589
C -0.00387 0.44722 -0.82041
C 0.45705 -0.46654 0.31710
C 0.40541 0.23031 1.70463
H -1.17187 0.58390 -2.56271
H -1.58696 -1.14217 -1.32887
H 0.65670 1.32855 -1.42588
H 0.07924 -1.48892 0.43091
H 0.07504 1.16022 1.82365
H -0.05982 -0.41566 2.49947
S 2.03653 -0.04184 1.04800
*
```

[3]
This record from the OMol25 dataset describes an isolated molecule of C4H6S. The level of theory is ωB97M-V with the def2-TZVPD basis set.

Results
Energy above the lowest of the compared OMol25 structures with the same formula, charge and spin: 122.4 kJ/mol
Lowest unoccupied orbital energy: 0.914 eV
F_max: 0.0561 Eh/bohr
HOMO: -9.08 eV
SMILES string: CC#CCS
Calculated total energy: -554.12553 a.u.

```
! wB97M-V def2-TZVPD RIJCOSX def2/J DEFGRID3
* xyz 0 1
C 2.23819 -0.47602 -0.13873
C 0.83774 0.00463 -0.08135
C -0.25467 0.43837 0.04851
C -1.64452 0.80479 -0.07824
H 2.31463 -1.55840 -0.03381
H 2.80955 -0.15276 -1.03417
H 2.73438 -0.05619 0.77641
H -1.80678 1.34675 -1.01403
H -1.97710 1.44091 0.77904
H -2.44304 -1.23673 0.94016
S -2.80838 -0.55533 -0.16378
*
```

[4]
This record from the OMol25 dataset describes an isolated molecule of C4H6S. The level of theory is ωB97M-V with the def2-TZVPD basis set.

Results
Energy above the lowest of the compared OMol25 structures with the same formula, charge and spin: 108.0 kJ/mol
Lowest unoccupied orbital energy: -0.752 eV
F_max: 0.0376 Eh/bohr
HOMO: -8.67 eV
SMILES string: C=C(C)C=S
Calculated total energy: -554.13103 a.u.

```
! wB97M-V def2-TZVPD RIJCOSX def2/J DEFGRID3
* xyz 0 1
C -0.71369 1.48254 0.01522
C -0.91250 -0.02049 0.02901
C -2.07943 -0.70704 -0.01661
C 0.27321 -0.81249 0.00813
H -0.10570 1.76300 -0.92848
H -0.11668 1.74812 0.94306
H -1.70622 1.87604 -0.12313
H -2.99282 -0.07520 0.00314
H -2.30392 -1.82104 0.01997
H -0.09154 -1.85483 -0.04668
S 1.74446 -0.08070 -0.00515
*
```

[5]
This record from the OMol25 dataset describes an isolated molecule of C4H6S2. The level of theory is ωB97M-V with the def2-TZVPD basis set.

Results
Energy above the lowest of the compared OMol25 structures with the same formula, charge and spin: 169.3 kJ/mol
Lowest unoccupied orbital energy: 0.731 eV
F_max: 0.0604 Eh/bohr
HOMO: -9.24 eV
SMILES string: SCC#CCS
Calculated total energy: -952.30491 a.u.

```
! wB97M-V def2-TZVPD RIJCOSX def2/J DEFGRID3
* xyz 0 1
C -1.93226 0.89370 0.17499
C -0.57471 0.38527 0.06857
C 0.54664 -0.09934 0.11806
C 1.78175 -0.81035 0.11469
H -2.79536 -1.23295 0.74150
H -2.13268 1.36577 1.13961
H -2.11478 1.68386 -0.56996
H 1.73016 -1.58312 -0.63502
H 1.88786 -1.40192 1.02566
H 2.58119 1.33390 -0.25649
S -3.21419 -0.32058 -0.17296
S 3.33388 0.17176 -0.09599
*
```

[6]
This record from the OMol25 dataset describes an isolated molecule of C4H6S2. The level of theory is ωB97M-V with the def2-TZVPD basis set.

Results
Energy above the lowest of the compared OMol25 structures with the same formula, charge and spin: 29.6 kJ/mol
Lowest unoccupied orbital energy: -0.065 eV
F_max: 0.0576 Eh/bohr
HOMO: -8.44 eV
SMILES string: S=C1CCCS1
Calculated total energy: -952.35813 a.u.

```
! wB97M-V def2-TZVPD RIJCOSX def2/J DEFGRID3
* xyz 0 1
C -1.55397 -0.29682 -0.00340
C -0.56182 0.90368 0.10730
C 0.88178 0.44933 -0.29803
C 1.04978 -0.92246 0.25123
H -0.78104 1.80444 -0.61284
H -0.46781 1.23813 1.12333
H 1.67938 1.10292 0.00004
H 0.85963 0.39803 -1.41051
H 1.60532 -1.60444 -0.31425
H 1.15545 -0.99243 1.30679
S -3.22664 -0.36109 -0.02193
S -0.64007 -1.71928 -0.12773
*
```

[7]
This record from the OMol25 dataset describes an isolated molecule of C4H6S2. The level of theory is ωB97M-V with the def2-TZVPD basis set.

Results
Energy above the lowest of the compared OMol25 structures with the same formula, charge and spin: 216.5 kJ/mol
Lowest unoccupied orbital energy: -1.005 eV
F_max: 0.1097 Eh/bohr
HOMO: -8.71 eV
SMILES string: C=C(C=S)SC
Calculated total energy: -952.28694 a.u.

```
! wB97M-V def2-TZVPD RIJCOSX def2/J DEFGRID3
* xyz 0 1
C 1.86135 -1.04874 0.36961
C -0.42240 0.55154 -0.27318
C -1.03199 1.75581 0.16212
C -1.42096 -0.43519 -0.67077
H 2.27389 -0.81619 1.49297
H 2.93051 -1.12891 -0.18330
H 1.19650 -1.85677 0.31961
H -2.04473 1.76544 0.33215
H -0.42084 2.64051 0.51073
H -1.18905 -1.32182 -1.22651
S 1.24002 0.36372 -0.67778
S -2.97228 -0.46939 -0.15564
*
```

[8]
This record from the OMol25 dataset describes a structure of composition C4H6S2. The level of theory is ωB97M-V with the def2-TZVPD basis set.

Results
Energy above the lowest of the compared OMol25 structures with the same formula, charge and spin: 350.3 kJ/mol
Lowest unoccupied orbital energy: -0.322 eV
F_max: 0.1487 Eh/bohr
HOMO: -8.57 eV
Calculated total energy: -952.23598 a.u.

```
! wB97M-V def2-TZVPD RIJCOSX def2/J DEFGRID3
* xyz 0 1
C -0.27110 -0.42426 -0.43235
C 0.27010 1.08732 -0.43871
C 0.53751 0.87353 0.97900
C 0.08889 -0.61120 0.89549
H -1.34444 -2.16174 -2.16505
H -1.34804 -0.32190 -0.19569
H 1.07283 1.25101 -1.18030
H -0.56692 1.83927 -0.42369
H -0.47633 -0.88167 1.73261
H 0.96820 -1.27193 1.00159
S 0.17368 -1.32234 -1.82694
S 0.89559 1.94392 2.05403
*
```

[9]
This record from the OMol25 dataset describes an isolated molecule of C4H6S4. The level of theory is ωB97M-V with the def2-TZVPD basis set.

Results
Energy above the lowest of the compared OMol25 structures with the same formula, charge and spin: 41.7 kJ/mol
Lowest unoccupied orbital energy: -0.348 eV
F_max: 0.0453 Eh/bohr
HOMO: -8.83 eV
SMILES string: S=C(S)[C@@H]1CSCS1
Calculated total energy: -1748.73179 a.u.

```
! wB97M-V def2-TZVPD RIJCOSX def2/J DEFGRID3
* xyz 0 1
C 0.10349 0.64072 -1.87835
C -0.08581 0.85861 -0.37853
C 1.05371 0.22811 0.45775
C -0.98249 -0.84762 1.60892
H 0.12573 -1.72508 -1.22848
H -0.12793 1.88237 -0.25344
H 1.95228 0.11504 -0.13568
H 1.29712 0.92036 1.21417
H -1.67880 -1.69799 1.65869
H -0.96674 -0.28001 2.57887
S 0.00660 -0.98820 -2.43492
S 0.40440 1.90153 -2.80256
S 0.62989 -1.36171 1.15738
S -1.73145 0.35387 0.43617
*
```

[10]
This record from the OMol25 dataset describes an isolated molecule of C4H6SSi. The level of theory is ωB97M-V with the def2-TZVPD basis set.

Results
Energy above the lowest of the compared OMol25 structures with the same formula, charge and spin: 30.5 kJ/mol
Lowest unoccupied orbital energy: 0.679 eV
F_max: 0.1068 Eh/bohr
HOMO: -8.75 eV
SMILES string: [SiH3]c1cccs1
Calculated total energy: -843.63437 a.u.

```
! wB97M-V def2-TZVPD RIJCOSX def2/J DEFGRID3
* xyz 0 1
C -1.74014 0.90020 0.00374
C -0.35824 1.10746 -0.09938
C -2.17785 -0.38370 0.02567
C 0.36548 -0.20426 0.00065
Si 2.20351 -0.55367 -0.02919
S -0.83203 -1.47216 -0.09352
H -2.55602 1.56883 0.02668
H 0.27587 1.95224 -0.14256
H -3.06014 -0.89839 0.17583
H 2.65632 -1.02797 1.36483
H 2.93126 0.80548 -0.44380
H 2.29198 -1.79407 -0.78896
*
```

[11]
This record from the OMol25 dataset describes a cluster of 30 separate species, C4H70ClN4O29 in total. The level of theory is ωB97M-V with the def2-TZVPD basis set.

Results
Lowest unoccupied orbital energy: -4.558 eV
F_max: 0.0916 Eh/bohr
HOMO: -12.32 eV
Calculated total energy: -3055.19959 a.u.

```
! wB97M-V def2-TZVPD RIJCOSX def2/J DEFGRID3
* xyz 1 1
C -3.17556 -0.59105 -0.26816
C -2.63126 -1.96065 -1.05949
Cl -3.82627 -3.37487 -0.90364
C -1.11074 -2.31469 -0.49211
N -0.63339 -3.70956 -0.88994
C 0.36381 -3.65394 -2.03422
N 1.72656 -4.28064 -1.81102
N 0.05666 -3.04002 -3.22304
N 0.88790 -2.89765 -4.32289
H -2.54077 0.33029 -0.67849
H -3.06993 -0.71093 0.89453
H -4.29891 -0.44669 -0.62704
H -2.61142 -1.67028 -2.21290
H -0.32730 -1.46628 -0.71587
H -1.21519 -2.34381 0.69676
H -0.14346 -4.17392 -0.06972
H 1.63195 -5.19282 -1.30309
H 2.38975 -3.63138 -1.33211
H -0.90634 -2.59588 -3.29440
H 0.27299 -3.09400 -5.16924
H 1.63557 -3.62470 -4.36703
O -6.41167 -2.10177 -2.50754
H -6.36898 -2.72032 -3.25218
H -5.88869 -2.53284 -1.81497
O -0.33561 -0.74313 2.03592
H 0.60896 -0.90863 2.17484
H -0.40949 0.22284 2.05671
O 1.53945 0.00259 -3.45043
H 1.53141 -0.94500 -3.65270
H 1.67249 0.42476 -4.31244
O -4.06607 2.41532 0.36495
H -4.67567 1.91048 0.92390
H -4.63753 2.79997 -0.31657
O -1.09215 -7.03412 -0.99482
H -1.60852 -7.39328 -1.73188
H -1.00507 -6.09263 -1.20695
O -1.32699 1.74803 1.39060
H -1.09596 2.67210 1.56845
H -2.16309 1.80530 0.90415
O -5.36993 -5.97434 0.53701
H -4.74315 -5.24749 0.40382
H -4.81443 -6.76817 0.52152
O -2.21074 -0.54073 4.86616
H -2.08176 -1.46369 4.60079
H -1.94714 -0.03328 4.08386
O 0.63786 4.12317 1.42603
H 1.18693 4.87179 1.70350
H 1.25126 3.54955 0.94262
O 2.16881 -2.19065 3.88272
H 1.80730 -2.10038 4.77718
H 1.53516 -2.76841 3.43142
O -5.31501 4.78082 -1.27384
H -5.08399 5.70489 -1.09599
H -6.15112 4.83809 -1.76029
O -8.13689 5.63235 -2.31292
H -9.01617 5.23135 -2.38353
H -8.28472 6.42817 -1.78019
O 3.00969 2.83567 2.20390
H 3.77446 3.37893 2.44660
H 2.31113 3.13258 2.80626
O 3.93436 1.84257 -2.38752
H 3.57285 1.93284 -1.49306
H 3.30071 1.26481 -2.83882
O -1.56380 5.98750 1.10936
H -0.93701 6.71436 0.97616
H -1.00829 5.19368 1.09387
O 0.90935 -7.37413 -3.11801
H 0.54784 -7.28386 -2.22354
H 0.27570 -7.95189 -3.56930
O -6.27174 -4.89309 -3.27129
H -6.22906 -5.51164 -4.01593
H -5.74876 -5.32416 -2.57872
O 2.20138 6.97025 2.04438
H 2.09450 7.83067 2.47700
H 3.05579 7.04001 1.59260
O 3.80303 8.84185 0.93670
H 4.03406 9.76592 1.11455
H 2.96693 8.89913 0.45025
O -2.98473 -2.82367 2.78350
H -3.62889 -3.35913 3.27058
H -3.03228 -3.16635 1.87835
O 4.61044 4.73515 3.98014
H 5.37521 5.27840 4.22284
H 3.91187 5.03205 4.58250
O 5.17993 -0.56024 -4.29755
H 4.30065 -0.96124 -4.36817
H 5.03210 0.23558 -3.76483
O 3.63345 1.44605 5.06508
H 3.62541 0.49846 4.86282
H 3.76649 1.86821 4.20307
O 4.16448 11.02850 -0.53480
H 4.29346 10.10554 -0.80016
H 4.42808 11.53594 -1.31710
O 7.02065 0.55192 -6.49082
H 6.37649 0.01646 -6.00375
H 6.97310 0.20924 -7.39597
O 3.88986 4.20973 6.87944
H 3.14258 4.42356 7.45803
H 3.56455 3.47393 6.33931
O 1.66577 -5.10100 3.88947
H 2.17493 -5.64415 3.26927
H 2.29684 -4.89945 4.59665
O 4.79344 -3.86010 3.28447
H 4.06910 -3.40680 3.74137
H 5.58820 -3.39601 3.58771
O -1.86683 -6.03226 -4.01224
H -1.31776 -5.28364 -3.73478
H -1.25343 -6.60588 -4.49566
*
```

[12]
This record from the OMol25 dataset describes a structure of composition C4H7AgO. The level of theory is ωB97M-V with the def2-TZVPD basis set.

Results
Energy above the lowest of the compared OMol25 structures with the same formula, charge and spin: 162.6 kJ/mol
Lowest unoccupied orbital energy (alpha / beta): -6.127 / -6.162 eV
F_max: 0.1013 Eh/bohr
HOMO (alpha / beta): -11.73 / -14.19 eV
Calculated total energy: -378.40448 a.u.

```
! wB97M-V def2-TZVPD RIJCOSX def2/J DEFGRID3
* xyz 1 2
C -1.38076 0.02651 -0.15400
C -0.01817 0.34828 -0.74032
C 0.92051 1.08304 0.14703
O 2.11774 0.75554 0.27215
Ag 3.50110 -1.27271 0.26884
H -1.77470 0.82424 0.49080
H 0.43084 -0.33478 -1.46867
H -2.08803 -0.25140 -0.95261
H 0.48291 1.67363 0.97899
C -0.89103 -1.14785 0.61926
H -0.80652 -1.11257 1.70669
H -0.53845 -2.04491 0.10597
H 0.04457 1.45299 -1.27412
*
```